i | This record from OMol25 describes 2 unconnected molecules or ions with the total composition C2HIS. The level of theory is ωB97M-V with the def2-TZVPD basis set.

LUMO level (spin up / spin down)	-4.0 / -4.1	eV
HOMO level (spin up / spin down)	-0.3515 / -0.3509	Ha
orbital gap (spin up / spin down)	5.5 / 5.5	eV

The geometry in ORCA input format:
```
! RIJCOSX wB97M-V def2-TZVPD def2/J DEFGRID3
* xyz 0 1
C -1.8577 -0.1510 -0.0042
C -0.9323 0.5842 -0.1578
S 2.2047 1.1495 0.0543
I 3.3303 -0.8663 -0.0042
H -2.7451 -0.7163 0.1118
*
```

=====

ii | This record from OMol25 describes a single C2HIS molecule. The level of theory is ωB97M-V with the def2-TZVPD basis set.

LUMO level	-0.2	eV
SMILES	SC#CI
HOMO level	-0.3047	Ha
orbital gap	8.1	eV

The geometry in ORCA input format:
```
! RIJCOSX wB97M-V def2-TZVPD def2/J DEFGRID3
* xyz 0 1
C -1.6752 0.8472 0.3569
C -2.9802 0.2991 0.0638
S -0.0519 1.1810 0.2217
I -4.9535 0.0394 0.3121
H 0.4059 -0.0882 0.1539
*
```

=====

Most stable: ii

=====

i | This record from OMol25 describes 2 unconnected molecules or ions with the total composition O2. The level of theory is ωB97M-V with the def2-TZVPD basis set.

LUMO level	-5.7	eV
HOMO level	-0.4771	Ha
orbital gap	7.3	eV

The geometry in ORCA input format:
```
! RIJCOSX wB97M-V def2-TZVPD def2/J DEFGRID3
* xyz 0 1
O -0.1730 0.9249 0.0764
O 0.1730 -0.9249 -0.0764
*
```

=====

ii | This record from OMol25 describes 2 unconnected molecules or ions with the total composition O2. The level of theory is ωB97M-V with the def2-TZVPD basis set.

LUMO level	-5.8	eV
HOMO level	-0.4814	Ha
orbital gap	7.3	eV

The geometry in ORCA input format:
```
! RIJCOSX wB97M-V def2-TZVPD def2/J DEFGRID3
* xyz 0 1
O 0.0000 0.0000 0.9805
O 0.0000 0.0000 -0.9805
*
```

=====

iii | This record from OMol25 describes 2 unconnected molecules or ions with the total composition O2. The level of theory is ωB97M-V with the def2-TZVPD basis set.

LUMO level	-5.9	eV
HOMO level	-0.4824	Ha
orbital gap	7.2	eV

The geometry in ORCA input format:
```
! RIJCOSX wB97M-V def2-TZVPD def2/J DEFGRID3
* xyz 0 1
O 0.0000 0.0000 0.9894
O 0.0000 0.0000 -0.9894
*
```

=====

Most stable: i

=====

i | This record from OMol25 describes a molecular structure, C6H8O2. The level of theory is ωB97M-V with the def2-TZVPD basis set.

LUMO level	0.9	eV
HOMO level	-0.3201	Ha
orbital gap	9.6	eV

The geometry in ORCA input format:
```
! RIJCOSX wB97M-V def2-TZVPD def2/J DEFGRID3
* xyz 0 1
C -1.3072 -0.2327 -0.3466
C -0.3366 -0.5548 0.6284
C 0.8454 -1.0328 0.1452
C 1.8632 0.2383 0.7235
C 1.0278 0.9135 -0.3157
C -0.3244 0.8006 0.0629
H -2.8124 -0.7276 0.3022
H -1.2859 -0.6545 -1.5068
H -1.0464 -0.5710 1.5527
H 1.3448 -2.0653 -0.0263
H 2.8706 0.2433 0.2295
H 1.6442 0.4124 1.8428
H 1.0821 1.8577 -0.8180
H -0.8205 1.7066 0.5823
O -2.5761 0.2031 0.0489
O 1.1279 -0.3274 -0.9919
*
```

=====

ii | This record from OMol25 describes a single C6H8O2 molecule. The level of theory is ωB97M-V with the def2-TZVPD basis set.

LUMO level	0.8	eV
SMILES	C=C1OC[C@H]2C[C@@]12O
HOMO level	-0.3250	Ha
orbital gap	9.6	eV

The geometry in ORCA input format:
```
! RIJCOSX wB97M-V def2-TZVPD def2/J DEFGRID3
* xyz 0 1
C 0.8495 -0.1231 0.1191
C 0.6584 0.7548 1.1844
C 0.3698 1.3360 -0.1595
C -1.1253 1.2152 -0.6717
C -0.6003 -0.9012 0.1156
C -0.8328 -2.1734 0.2060
H 2.3363 -0.8755 -1.0708
H 1.6045 1.0268 1.6573
H -0.2430 0.3947 1.7657
H 1.2812 1.7992 -0.8958
H -1.8017 2.0002 -0.1203
H -1.2051 1.5874 -1.7974
H -0.0214 -2.8715 0.3840
H -1.8333 -2.7607 -0.3043
O 2.1423 -0.4103 -0.2839
O -1.5792 0.0013 -0.1283
*
```

=====

iii | This record from OMol25 describes a molecular structure, C6H8O2. The level of theory is ωB97M-V with the def2-TZVPD basis set.

LUMO level	0.6	eV
HOMO level	-0.3253	Ha
orbital gap	9.5	eV

The geometry in ORCA input format:
```
! RIJCOSX wB97M-V def2-TZVPD def2/J DEFGRID3
* xyz 0 1
C -0.9902 1.8502 -0.3501
C -0.0527 1.3414 0.3954
C 0.4348 -0.1236 -0.1831
C 1.5724 -0.8193 -0.3542
C 1.3351 -2.2035 -0.1748
C 0.0837 -2.2567 0.3460
H -2.7940 0.4187 -0.1559
H -0.6533 1.8306 -1.4270
H -0.9407 2.8652 -0.1827
H 1.1665 1.9224 0.6811
H -0.4938 0.9204 1.5291
H 2.6315 -0.3982 -0.3921
H 2.1991 -2.8134 -0.4701
H -0.7219 -2.9604 0.1636
O -2.3019 1.4779 0.2397
O -0.4746 -1.0516 0.3351
*
```

=====

Most stable: ii

=====

i | This record from OMol25 describes a molecular structure, C6H8O2. The level of theory is ωB97M-V with the def2-TZVPD basis set.

LUMO level	0.7	eV
HOMO level	-0.3398	Ha
orbital gap	10.0	eV

The geometry in ORCA input format:
```
! RIJCOSX wB97M-V def2-TZVPD def2/J DEFGRID3
* xyz 0 1
C -1.1948 -0.3878 0.0038
C -0.0583 -0.1512 0.9609
C 0.8559 -1.3186 0.5722
C 0.8587 -1.2288 -0.7433
C -0.1071 -0.0736 -1.0108
C 0.3524 0.9852 0.0301
H -2.2983 1.1763 0.4146
H -1.5084 -1.4268 -0.0497
H -0.3188 -0.1195 2.0060
H 1.6060 -1.7392 1.2885
H 1.2524 -1.8003 -1.5335
H -0.2324 0.1562 -2.0668
H -0.3864 1.8338 0.0889
H 1.8640 2.2188 0.3406
O -2.3558 0.4595 -0.1528
O 1.6708 1.4157 -0.1487
*
```

=====

ii | This record from OMol25 describes a single C6H8O2 molecule. The level of theory is ωB97M-V with the def2-TZVPD basis set.

LUMO level	0.6	eV
HOMO level	-0.3322	Ha
orbital gap	9.7	eV

The geometry in ORCA input format:
```
! RIJCOSX wB97M-V def2-TZVPD def2/J DEFGRID3
* xyz 0 1
C -0.2529 -0.3558 -0.8544
C 1.1759 -0.0451 -0.2495
C 0.1790 0.3754 0.8446
C -0.6227 0.9490 -0.0708
C -0.6417 -0.8926 1.1141
C -0.9759 -1.3915 -0.1066
H 0.0936 0.1068 -2.4295
H 1.6827 0.7569 -0.8131
H 1.7377 -0.8940 -0.2791
H 1.6073 1.3404 1.8460
H -0.2283 1.9355 -0.4030
H -1.6250 1.2606 0.1509
H -0.9275 -1.2243 2.0427
H -1.3338 -2.2529 -0.6918
O -0.3969 -0.6706 -2.1897
O 0.5284 1.0021 2.0892
*
```

=====

iii | This record from OMol25 describes a molecular structure, C6H8O2. The level of theory is ωB97M-V with the def2-TZVPD basis set.

LUMO level	0.7	eV
HOMO level	-0.3174	Ha
orbital gap	9.3	eV

The geometry in ORCA input format:
```
! RIJCOSX wB97M-V def2-TZVPD def2/J DEFGRID3
* xyz 0 1
C 2.2866 -0.4332 -0.2304
C 0.4924 0.7179 -0.0956
C -0.5079 1.5953 -0.0462
C -1.8015 0.7541 -0.2256
C -1.5411 -0.5892 0.8437
C -0.3350 -0.5844 -0.1799
H 3.4781 -0.0748 -0.7258
H 1.5851 -1.2649 -1.0660
H 2.6765 -1.1611 0.7352
H -0.4434 2.7431 0.1709
H -2.9023 1.0545 -0.2618
H -1.2514 -0.4446 1.9531
H -2.2815 -1.4448 0.7747
H 0.1617 -1.5468 -0.4150
O 1.7805 0.9038 0.0389
O -1.3967 -0.2249 -1.2701
*
```

=====

iv | This record from OMol25 describes a single C6H8O2 molecule. The level of theory is ωB97M-V with the def2-TZVPD basis set.

LUMO level	0.9	eV
SMILES	C/C=C1\OC=C[C@@H]1O
HOMO level	-0.3100	Ha
orbital gap	9.3	eV

The geometry in ORCA input format:
```
! RIJCOSX wB97M-V def2-TZVPD def2/J DEFGRID3
* xyz 0 1
C 2.0387 1.5487 -0.4415
C 0.5706 1.2314 -0.6628
C -0.0449 0.2594 0.0342
C -0.2085 -1.4218 1.4521
C -1.3957 -1.4775 0.8556
C -1.4454 -0.3440 -0.0902
H 2.4402 0.8593 0.3012
H 2.2090 2.5458 -0.0364
H 2.6029 1.5182 -1.3985
H 0.0440 1.7252 -1.4597
H 0.2007 -1.9690 2.2861
H -2.2140 -2.1509 1.0606
H -2.2202 0.4019 0.1571
H -1.3636 -1.5425 -1.6498
O 0.6139 -0.4855 1.0018
O -1.8276 -0.6990 -1.4096
*
```

=====

Most stable: iv

=====

i | This record from OMol25 describes a single C6H8O2 molecule. The level of theory is ωB97M-V with the def2-TZVPD basis set.

LUMO level	1.0	eV
SMILES	C1[C@@H]2OC3(CC3)O[C@H]12
HOMO level	-0.3348	Ha
orbital gap	10.1	eV

The geometry in ORCA input format:
```
! RIJCOSX wB97M-V def2-TZVPD def2/J DEFGRID3
* xyz 0 1
C 0.0468 1.1758 1.8615
C -1.0048 1.6571 0.8704
C -0.3575 0.3964 0.6836
C -0.4647 -1.1560 -0.9840
C 0.9927 -1.6648 -1.0282
C 0.5273 -0.2980 -1.3358
H -0.1383 0.4742 2.7411
H 0.9618 1.6727 1.9365
H -0.6065 2.3172 0.1958
H -2.1105 1.5268 1.0876
H -1.0753 -1.8163 -1.7255
H 1.7487 -1.7283 -0.0974
H 1.4044 -2.1252 -2.0272
H 0.2156 -0.0939 -2.2682
O -0.9254 -0.9395 0.3051
O 0.7856 0.6018 -0.2153
*
```

=====

ii | This record from OMol25 describes a single C6H8O2 molecule. The level of theory is ωB97M-V with the def2-TZVPD basis set.

LUMO level	0.6	eV
SMILES	CO[C@]12C=C1CCO2
HOMO level	-0.2930	Ha
orbital gap	8.6	eV

The geometry in ORCA input format:
```
! RIJCOSX wB97M-V def2-TZVPD def2/J DEFGRID3
* xyz 0 1
C -0.1365 0.9058 -1.2358
C -0.9627 1.0959 -0.2358
C -2.1789 0.4437 0.3753
C -1.6699 -1.0179 0.4104
C 0.3063 0.0156 -0.1784
C 2.6828 -0.2624 0.0727
O -0.3600 -1.2390 -0.1356
O 1.3921 0.1404 0.6611
H 0.3879 1.5651 -1.9902
H -2.3619 0.9971 1.2084
H -3.0006 0.5257 -0.3258
H -1.5926 -1.2236 1.5187
H -2.3956 -1.6740 -0.1697
H 3.5167 0.2899 0.2462
H 2.4983 -0.3859 -1.0163
H 2.8596 -1.2603 0.5192
*
```

=====

iii | This record from OMol25 describes a single C6H8O2 molecule. The level of theory is ωB97M-V with the def2-TZVPD basis set.

LUMO level	0.9	eV
SMILES	C1=C\OCO/C=C\C/1
HOMO level	-0.3103	Ha
orbital gap	9.3	eV

The geometry in ORCA input format:
```
! RIJCOSX wB97M-V def2-TZVPD def2/J DEFGRID3
* xyz 0 1
C 0.2630 0.8401 1.0264
C -0.7097 1.3519 -0.9900
C -1.2621 0.1988 -1.0836
C -1.0843 -1.0839 -0.4616
C 0.1466 -1.8201 0.0428
C 1.2796 -1.2734 0.5590
H -0.5408 0.2172 1.3783
H 0.7539 1.5354 1.6260
H -0.9143 2.1260 -1.8150
H -1.9847 -0.0227 -1.8380
H -1.3586 -1.9072 -1.1878
H -1.9719 -1.2757 0.3058
H 0.1029 -2.9671 0.0329
H 2.2843 -1.8648 0.6340
O 0.0339 1.8101 -0.0562
O 1.4449 0.0497 0.8444
*
```

=====

Most stable: iii

=====

i | This record from OMol25 describes a molecular structure, C6H8O2. The level of theory is ωB97M-V with the def2-TZVPD basis set.

LUMO level	0.8	eV
HOMO level	-0.3296	Ha
orbital gap	9.8	eV

The geometry in ORCA input format:
```
! RIJCOSX wB97M-V def2-TZVPD def2/J DEFGRID3
* xyz 0 1
C 0.9760 -0.2499 1.3455
C 0.6821 -0.4489 -0.1063
C -0.2861 -1.4427 -0.3980
C -1.5490 0.5823 0.2840
C -0.5689 1.5545 -0.0282
C 0.4089 0.8591 -0.6436
H 1.1223 -1.5100 1.5277
H 2.1606 0.4364 1.4674
H -0.1503 0.1834 1.8638
H -0.3559 -1.5197 -1.3999
H -0.6168 -2.3693 0.2449
H -2.3054 0.7573 0.7544
H -0.6316 2.5450 0.4176
H 0.2979 0.6658 -1.7628
O -1.5775 -0.7037 -0.1657
O 1.8902 0.1643 -0.5635
*
```

=====

ii | This record from OMol25 describes a single C6H8O2 molecule. The level of theory is ωB97M-V with the def2-TZVPD basis set.

LUMO level	0.8	eV
SMILES	O[C@H]1C=COC12CC2
HOMO level	-0.3165	Ha
orbital gap	9.5	eV

The geometry in ORCA input format:
```
! RIJCOSX wB97M-V def2-TZVPD def2/J DEFGRID3
* xyz 0 1
C 0.9063 -0.4795 0.0776
C 1.3214 0.1216 1.3666
C 0.4422 1.1006 1.6190
C -0.4714 0.0782 -0.1060
C -1.1070 0.1126 -1.4385
C -1.6412 -0.7827 -0.2254
H 1.7882 -0.1394 -1.6960
H 0.8869 -1.6343 0.0240
H 2.2277 -0.0800 1.8894
H 0.5024 1.8916 2.3933
H -1.4941 1.0596 -1.6917
H -0.5764 -0.3582 -2.2633
H -1.2323 -1.7742 -0.1450
H -2.5407 -0.5582 0.3164
O 1.5985 0.2928 -0.8722
O -0.6103 1.1495 0.7518
*
```

=====

Most stable: ii